Entry 1:
A 2-piece molecular cluster, C4H11NS overall at a distorted geometry, computed with ωB97M-V/def2-TZVPD.

Geometry as XYZ:
```
17
C4H11NS | OMol25 | ωB97M-V/def2-TZVPD
C 2.87174 0.03519 0.39171
S 4.43815 -0.79104 0.04272
C 3.75831 -2.53354 0.00211
H 2.28098 -0.30955 1.24378
H 2.27995 0.00988 -0.52663
H 3.07226 1.08202 0.63673
H 4.56324 -3.25337 -0.08815
H 3.23420 -2.57445 0.95419
H 3.05069 -2.48729 -0.82599
C -3.91294 1.94259 -1.04246
C -3.26058 0.59270 0.77004
N -3.07138 0.89277 -0.45065
H -4.96294 1.93690 -0.73012
H -3.90277 1.74664 -2.11166
H -3.64003 2.97173 -0.76410
H -3.03407 -0.45395 0.97071
H -3.76480 1.19276 1.52780
```

Calculated values
- Energy relative to the best compared isomer or geometry (same formula, charge and spin): 1.968 eV
- HOMO (spin up / spin down): -11.467 / -11.467 eV
- Charge: +1
- Spin multiplicity: 2

Atomic partial charges in e from the Mulliken method, atoms 1 to 8: atom 1 (C): -0.82, atom 2 (S): 0.44, atom 3 (C): -0.72, atom 4 (H): 0.36, atom 5 (H): 0.38, atom 6 (H): 0.33, atom 7 (H): 0.34, atom 8 (H): 0.32

=====

Entry 2:
A 10-piece molecular cluster, C33H90N4O14 overall at a distorted geometry, computed with ωB97M-V/def2-TZVPD.

Geometry as XYZ:
```
141
C33H90N4O14 | OMol25 | ωB97M-V/def2-TZVPD
C 2.78174 0.54941 5.37742
O 1.93700 -0.35073 4.71670
C 1.05521 0.13373 3.69610
C 0.45033 -1.12688 3.16231
N -0.27520 -1.88715 4.20419
C -0.90297 -3.17674 3.75441
C 0.02804 -4.15284 3.08244
O 1.27006 -4.30470 3.82490
C 2.28833 -4.72026 2.95473
H 2.86198 1.46153 4.77431
H 3.77126 0.11280 5.26667
H 2.61041 0.68945 6.44581
H 1.63297 0.78772 2.96027
H 0.21556 0.77098 4.15127
H 1.30246 -1.74393 2.81972
H -0.18252 -0.98155 2.28783
H 0.28832 -2.04946 5.03252
H -1.72518 -2.95763 3.04100
H -1.40686 -3.53796 4.66262
H 0.25013 -3.72128 2.06821
H -0.53332 -5.10100 2.90035
H 2.38047 -3.85213 2.28040
H 2.06193 -5.62038 2.33435
H 3.17815 -4.93905 3.58594
C -3.80420 5.72703 -1.91154
O -3.89190 5.04540 -0.63494
C -4.22513 5.99682 0.46150
C -4.22201 5.23590 1.73851
N -2.86188 4.87739 2.13803
C -2.75817 4.51445 3.57858
C -3.18086 3.12531 3.82927
O -2.18280 2.20954 3.32456
C -2.72777 0.86671 3.30429
H -2.98254 6.37672 -1.93507
H -4.73521 6.27863 -2.26069
H -3.61839 4.91802 -2.64854
H -5.25058 6.31310 0.23794
H -3.54830 6.84972 0.45442
H -4.81239 4.32562 1.80352
H -4.54289 5.96726 2.49926
H -2.54428 4.12962 1.59064
H -3.47254 5.17589 4.03136
H -1.74863 4.71152 3.96231
H -4.11581 2.95927 3.25007
H -3.34065 2.96331 4.89683
H -2.86782 0.51152 4.28580
H -1.90533 0.30797 2.84153
H -3.68035 0.80350 2.70203
C 4.50601 0.50032 0.65089
O 4.39721 -0.42176 -0.44019
C 3.17505 -0.31076 -1.14631
C 3.05105 -1.38761 -2.15242
N 3.17238 -2.70450 -1.57186
C 3.28152 -3.81693 -2.46221
C 3.46062 -5.15658 -1.73904
O 4.51662 -4.91251 -0.74071
C 4.89086 -6.14600 -0.18091
H 5.56075 0.67918 0.70466
H 4.07334 0.10703 1.52413
H 3.91786 1.38220 0.32262
H 3.09859 0.57673 -1.83311
H 2.34216 -0.24195 -0.39910
H 3.73844 -1.38486 -3.02812
H 2.00340 -1.35520 -2.55921
H 4.05919 -2.62368 -1.18181
H 4.09408 -3.70264 -3.17791
H 2.32886 -3.92125 -3.05115
H 3.72743 -5.94267 -2.45537
H 2.49705 -5.51505 -1.27169
H 5.72932 -6.05935 0.52837
H 5.24689 -6.92024 -0.92090
H 4.00904 -6.60489 0.30354
C -2.71651 -1.30626 -3.63464
O -2.36800 -2.47405 -4.35926
C -0.94494 -2.67280 -4.45092
C -0.57095 -4.00406 -5.12314
N -0.40130 -5.04245 -4.13309
C -1.60834 -5.48015 -3.48806
C -2.83203 -5.69934 -4.44138
O -2.40887 -6.59379 -5.50322
C -3.38506 -6.75634 -6.49558
H -2.36842 -1.38271 -2.57927
H -3.81220 -1.17834 -3.59530
H -2.15643 -0.49215 -4.14219
H -0.52977 -2.64848 -3.41632
H -0.50175 -1.83614 -4.99239
H 0.29662 -3.95349 -5.72845
H -1.40384 -4.27737 -5.80644
H 0.18687 -5.81290 -4.45776
H -1.92974 -4.60460 -2.87606
H -1.52891 -6.33314 -2.85915
H -3.18971 -4.86703 -4.90631
H -3.57767 -6.23396 -3.78922
H -3.54138 -5.86289 -7.10612
H -4.39095 -7.12852 -6.16273
H -3.11054 -7.51934 -7.24788
C 1.09193 5.47291 4.13510
C 1.23832 4.20678 3.33218
O 1.34014 4.53168 1.97634
H 0.08683 5.92964 4.13182
H 1.82709 6.14782 3.72584
H 1.51333 5.22561 5.14925
H 0.28731 3.65105 3.43296
H 2.04167 3.51545 3.54177
H 0.54279 5.17324 1.69093
C 3.96950 5.13602 -1.19133
C 3.84565 3.65484 -1.56028
O 2.41299 3.42399 -1.52827
H 3.41889 5.36669 -0.25270
H 3.44434 5.74218 -2.00612
H 4.99787 5.53455 -1.02631
H 4.37049 3.09205 -0.76235
H 4.22320 3.25638 -2.53613
H 2.17914 2.72418 -0.93212
C -0.26930 0.46552 -0.37717
C -0.05869 1.68589 0.45493
O 1.29656 1.78065 0.80238
H 0.14535 -0.40243 0.13095
H 0.31191 0.54238 -1.33567
H -1.31031 0.29629 -0.64370
H -0.74319 1.59161 1.30524
H -0.39110 2.59830 -0.15730
H 1.45663 2.66616 1.18917
C -4.39973 1.86927 -1.86113
O -5.52822 2.69792 -1.86694
H -3.91699 1.83129 -0.90727
H -4.75490 0.88645 -2.01662
H -3.65280 2.18916 -2.57420
H -5.16657 3.49441 -1.49792
C -0.36343 6.15695 -0.57917
O -0.61615 6.44221 0.78494
H -0.18881 7.12734 -1.06913
H 0.39657 5.38164 -0.69039
H -1.17952 5.78719 -1.19253
H -1.42202 6.09146 1.13893
C 0.25242 -4.13354 -0.30789
O 1.00253 -2.96754 0.09822
H 0.34716 -4.31679 -1.38833
H 0.45150 -5.08987 0.34233
H -0.79735 -3.95533 -0.08758
H 1.86515 -2.93064 -0.36620
```

Calculated values
- Energy relative to the best compared isomer or geometry (same formula, charge and spin): 1.213 eV
- HOMO: -8.128 eV
- Charge: 0
- Spin multiplicity: 1

Atomic partial charges in e from the Mulliken method, atoms 1 to 8: atom 1 (C): -0.64, atom 2 (O): -0.39, atom 3 (C): 0.19, atom 4 (C): 0.03, atom 5 (N): -0.36, atom 6 (C): -1.23, atom 7 (C): 0.60, atom 8 (O): -0.45

=====

Entry 3:
C22H16CeCl5N9O4S as an isolated structure, computed with ωB97M-V/def2-TZVPD.

Geometry as XYZ:
```
58
C22H16CeCl5N9O4S | OMol25 | ωB97M-V/def2-TZVPD
Ce -0.39809 1.08966 -0.15031
N -2.37066 -1.99110 0.18215
C -1.28040 -2.09643 0.95009
N -1.03550 -3.29145 1.45065
C 0.00196 -3.39328 2.27367
N 0.33600 -4.58561 2.73256
N 0.75330 -2.33086 2.68814
C 0.45975 -1.19769 2.13564
N -0.50669 -0.98062 1.19886
C 1.26608 -0.02760 2.58664
C 1.88094 -0.06623 3.82312
C 2.66568 1.01140 4.20640
C 2.82439 2.07088 3.32880
C 2.15064 2.04502 2.12286
N 1.34813 1.03059 1.76101
H -2.75878 -2.87435 -0.12388
H -2.49975 -1.22232 -0.45311
H -0.19886 -5.39218 2.45272
H 1.10494 -4.68552 3.37331
H 1.75544 -0.93688 4.44819
H 3.15924 1.01492 5.16897
H 3.45365 2.91596 3.56881
H 2.26039 2.85690 1.41978
Cl 0.17674 4.27315 0.75781
C -0.14591 4.31579 -0.95851
C -0.54874 3.13290 -1.53551
C -0.92970 3.15635 -2.86804
Cl -1.58823 1.72245 -3.58985
C -0.83252 4.31871 -3.63252
Cl -1.27869 4.31852 -5.27826
C -0.37644 5.49677 -3.02304
Cl -0.25034 6.92832 -3.92973
C -0.04819 5.50801 -1.66214
Cl 0.45398 6.94054 -0.88358
N -4.37671 2.59356 1.13860
C -3.57424 1.95852 0.29749
N -3.92940 1.80290 -0.97592
O -2.45997 1.49832 0.74667
H -5.27120 2.96258 0.86041
H -4.12267 2.64127 2.11155
H -4.79177 2.19110 -1.32518
H -3.29961 1.43432 -1.67495
O -0.23857 -4.38927 -3.90758
S -0.39660 -3.95959 -2.56546
O -1.13872 -4.70891 -1.60198
N -1.04386 -2.39950 -2.54028
C -0.21603 -1.61436 -1.99066
O -0.53944 -0.34446 -1.70262
C 1.11133 -2.13259 -1.58850
C 2.18887 -1.47987 -1.01868
C 3.32389 -2.22077 -0.71364
C 3.36420 -3.58645 -0.98713
C 2.28313 -4.24380 -1.56742
C 1.16658 -3.48770 -1.85780
H 2.17827 -0.40499 -0.84798
H 4.19116 -1.73883 -0.28351
H 4.26181 -4.14476 -0.75780
H 2.32584 -5.30144 -1.78935
```

Calculated values
- HOMO (spin up / spin down): -14.313 / -14.313 eV
- Charge: +2
- Spin multiplicity: 1

Atomic partial charges in e from the Mulliken method, atoms 1 to 8: atom 1 (Ce): 0.06, atom 2 (N): -0.13, atom 3 (C): 0.20, atom 4 (N): -0.60, atom 5 (C): 0.39, atom 6 (N): -0.33, atom 7 (N): -0.59, atom 8 (C): 0.51

=====

Repeat the third record exactly.
C22H16CeCl5N9O4S as an isolated structure, computed with ωB97M-V/def2-TZVPD.

Geometry as XYZ:
```
58
C22H16CeCl5N9O4S | OMol25 | ωB97M-V/def2-TZVPD
Ce -0.39809 1.08966 -0.15031
N -2.37066 -1.99110 0.18215
C -1.28040 -2.09643 0.95009
N -1.03550 -3.29145 1.45065
C 0.00196 -3.39328 2.27367
N 0.33600 -4.58561 2.73256
N 0.75330 -2.33086 2.68814
C 0.45975 -1.19769 2.13564
N -0.50669 -0.98062 1.19886
C 1.26608 -0.02760 2.58664
C 1.88094 -0.06623 3.82312
C 2.66568 1.01140 4.20640
C 2.82439 2.07088 3.32880
C 2.15064 2.04502 2.12286
N 1.34813 1.03059 1.76101
H -2.75878 -2.87435 -0.12388
H -2.49975 -1.22232 -0.45311
H -0.19886 -5.39218 2.45272
H 1.10494 -4.68552 3.37331
H 1.75544 -0.93688 4.44819
H 3.15924 1.01492 5.16897
H 3.45365 2.91596 3.56881
H 2.26039 2.85690 1.41978
Cl 0.17674 4.27315 0.75781
C -0.14591 4.31579 -0.95851
C -0.54874 3.13290 -1.53551
C -0.92970 3.15635 -2.86804
Cl -1.58823 1.72245 -3.58985
C -0.83252 4.31871 -3.63252
Cl -1.27869 4.31852 -5.27826
C -0.37644 5.49677 -3.02304
Cl -0.25034 6.92832 -3.92973
C -0.04819 5.50801 -1.66214
Cl 0.45398 6.94054 -0.88358
N -4.37671 2.59356 1.13860
C -3.57424 1.95852 0.29749
N -3.92940 1.80290 -0.97592
O -2.45997 1.49832 0.74667
H -5.27120 2.96258 0.86041
H -4.12267 2.64127 2.11155
H -4.79177 2.19110 -1.32518
H -3.29961 1.43432 -1.67495
O -0.23857 -4.38927 -3.90758
S -0.39660 -3.95959 -2.56546
O -1.13872 -4.70891 -1.60198
N -1.04386 -2.39950 -2.54028
C -0.21603 -1.61436 -1.99066
O -0.53944 -0.34446 -1.70262
C 1.11133 -2.13259 -1.58850
C 2.18887 -1.47987 -1.01868
C 3.32389 -2.22077 -0.71364
C 3.36420 -3.58645 -0.98713
C 2.28313 -4.24380 -1.56742
C 1.16658 -3.48770 -1.85780
H 2.17827 -0.40499 -0.84798
H 4.19116 -1.73883 -0.28351
H 4.26181 -4.14476 -0.75780
H 2.32584 -5.30144 -1.78935
```

Calculated values
- HOMO (spin up / spin down): -14.313 / -14.313 eV
- Charge: +2
- Spin multiplicity: 1

Atomic partial charges in e from the Mulliken method, atoms 1 to 8: atom 1 (Ce): 0.06, atom 2 (N): -0.13, atom 3 (C): 0.20, atom 4 (N): -0.60, atom 5 (C): 0.39, atom 6 (N): -0.33, atom 7 (N): -0.59, atom 8 (C): 0.51